Here is a 2-piece molecular cluster, C14H23N2O overall at a distorted geometry from OMol25. Energies are from ωB97M-V/def2-TZVPD.

Geometry (Å):
1 C -2.222 0.104 2.528
2 N -1.001 0.057 1.761
3 C -0.322 -1.235 1.700
4 C 1.131 -1.155 2.153
5 O 1.742 0.014 1.619
6 C 1.157 1.210 2.116
7 C -0.282 1.308 1.633
8 H -2.198 0.911 3.275
9 H -3.067 0.284 1.846
10 H -2.387 -0.848 3.050
11 H -0.898 -1.947 2.306
12 H -0.301 -1.585 0.651
13 H 1.186 -1.173 3.262
14 H 1.711 -1.981 1.712
15 H 1.194 1.254 3.223
16 H 1.759 2.010 1.663
17 H -0.252 1.593 0.567
18 H -0.845 2.066 2.189
19 C -3.985 -1.530 -0.285
20 N -3.670 -0.135 -0.585
21 C -4.776 0.671 -1.115
22 C -2.419 0.302 -0.611
23 C -2.048 1.497 -1.350
24 C -2.444 2.799 -0.955
25 C -2.335 3.855 -1.861
26 C -1.807 3.633 -3.143
27 C -1.288 2.373 -3.480
28 C -1.356 1.323 -2.571
29 H -5.054 -1.594 -0.067
30 H -3.772 -2.183 -1.146
31 H -3.405 -1.887 0.573
32 H -5.696 0.087 -0.989
33 H -4.874 1.625 -0.577
34 H -4.650 0.880 -2.189
35 H -1.642 -0.402 -0.306
36 H -2.854 2.946 0.048
37 H -2.679 4.855 -1.578
38 H -1.777 4.449 -3.867
39 H -0.838 2.209 -4.462
40 H -0.956 0.332 -2.795

As for the molar mass: 235.4 u. The value obtained for the calculated total energy is -19910.7151 eV. As for the charge: +1. The value obtained for the energy above the lowest of the compared OMol25 structures with the same formula, charge and spin is 35.57 kcal/mol. Its frontier orbital gap is 7.128 eV. For the maximum force, the calculation gives 0.045 Eh/bohr. For the HOMO energy, the calculation gives -11.23 eV.

=====

Here is C4H14N3 as an isolated structure at a distorted geometry from OMol25. Energies are from ωB97M-V/def2-TZVPD.

Geometry (Å):
1 C -2.584 -0.450 0.994
2 C -2.116 0.698 0.117
3 C -1.208 0.205 -1.029
4 C 0.924 -1.825 -0.572
5 N 0.844 0.819 -0.023
6 N 0.154 -0.006 -0.704
7 N 3.406 0.432 0.412
8 H -3.117 -1.188 0.404
9 H -1.748 -0.937 1.487
10 H -3.262 -0.078 1.756
11 H -1.603 1.447 0.724
12 H -2.978 1.189 -0.337
13 H -1.608 -0.714 -1.459
14 H -1.200 0.973 -1.816
15 H 0.483 -2.369 -1.391
16 H 1.987 -1.666 -0.566
17 H 1.928 0.626 0.171
18 H 0.388 1.623 0.410
19 H 3.687 -0.529 0.580
20 H 3.938 0.778 -0.379
21 H 3.685 0.973 1.224

As for the molar mass: 104.2 u. The value obtained for the calculated total energy is -8834.0302 eV. As for the charge: +1. The value obtained for the energy above the lowest of the compared OMol25 structures with the same formula, charge and spin is 138.19 kcal/mol. Its frontier orbital gap (alpha / beta) is 9.579 / 7.261 eV. For the maximum force, the calculation gives 0.109 Eh/bohr. For the HOMO energy (alpha / beta), the calculation gives -14.22 / -12.53 eV.